The following is a DFT calculation (ωB97M-V with the def2-TZVPD basis set) of a 4-piece molecular cluster, C14H15Cl4NO2 overall at a distorted geometry.

Last column: natural (NBO) charge in e.
Cartesian coordinates (Å):
C 1.728 3.644 -1.866  -0.487
N 1.784 3.883 -3.403  0.522
O 1.337 3.025 -4.148  -0.370
O 2.119 4.970 -3.868  -0.372
H 2.116 4.476 -1.279  0.230
H 2.274 2.732 -1.623  0.236
H 0.677 3.651 -1.578  0.240
Cl -5.886 5.440 -2.937  0.043
C -7.531 5.678 -2.330  -0.246
Cl -7.440 6.186 -0.678  0.080
Cl -8.367 6.932 -3.200  0.065
Cl -8.359 4.160 -2.663  0.058
C 4.120 -6.180 1.525  -0.213
C 4.588 -7.356 0.874  -0.203
C 4.265 -7.733 -0.357  -0.225
C 3.313 -6.956 -1.084  -0.198
C 2.798 -5.803 -0.442  -0.220
C 3.248 -5.402 0.817  -0.216
H 4.594 -5.860 2.441  0.216
H 5.279 -8.054 1.323  0.206
H 4.680 -8.601 -0.849  0.214
H 3.025 -7.169 -2.103  0.215
H 2.044 -5.147 -0.850  0.212
H 3.022 -4.440 1.255  0.210
C -1.858 0.667 2.116  -0.219
C -2.784 1.513 1.584  -0.212
C -2.541 2.869 1.700  -0.207
C -1.380 3.387 2.352  -0.225
C -0.472 2.561 2.919  -0.219
C -0.702 1.140 2.763  -0.202
H -1.965 -0.407 2.149  0.209
H -3.687 1.036 1.233  0.219
H -3.287 3.535 1.293  0.213
H -1.182 4.448 2.406  0.215
H 0.471 2.809 3.382  0.218
H -0.042 0.364 3.123  0.209

Output
- HOMO energy: -0.3410 Ha
- Gap between HOMO and LUMO: 9.45 eV
- Total charge: 0


The following is a DFT calculation (ωB97M-V with the def2-TZVPD basis set) of one molecule with the formula C14H15ClFN3O2S at a distorted geometry.

Last column: natural (NBO) charge in e.
Cartesian coordinates (Å):
C 6.376 0.607 0.179  -0.645
C 5.005 0.368 0.806  -0.072
O 3.958 1.137 0.237  -0.533
C 3.683 0.929 -1.123  -0.051
C 3.235 -0.506 -1.474  -0.494
C 2.173 -0.962 -0.550  0.072
N 2.321 -1.855 0.355  -0.249
N 1.250 -2.083 1.096  -0.307
C 0.228 -1.358 0.776  0.227
N -0.942 -1.467 1.465  -0.625
C -2.202 -0.933 1.297  0.707
O -3.063 -1.206 2.095  -0.569
C -2.404 -0.025 0.100  -0.552
C -3.862 0.284 -0.062  -0.112
C -4.389 1.527 0.264  0.422
F -3.548 2.492 0.688  -0.323
C -5.735 1.821 0.159  -0.281
C -6.600 0.834 -0.280  -0.176
C -6.118 -0.420 -0.613  -0.242
C -4.763 -0.684 -0.499  0.009
Cl -4.173 -2.251 -0.912  0.018
S 0.555 -0.261 -0.562  0.301
H 6.584 1.673 0.129  0.213
H 7.135 0.129 0.792  0.220
H 6.435 0.189 -0.824  0.199
H 4.754 -0.700 0.778  0.176
H 5.017 0.689 1.850  0.192
H 2.868 1.626 -1.342  0.189
H 4.544 1.191 -1.753  0.173
H 4.072 -1.200 -1.394  0.240
H 2.870 -0.507 -2.502  0.231
H -0.869 -2.099 2.259  0.435
H -2.029 -0.524 -0.798  0.255
H -1.836 0.895 0.254  0.263
H -6.087 2.804 0.426  0.234
H -7.655 1.041 -0.362  0.223
H -6.786 -1.194 -0.953  0.231

Output
- HOMO energy: -0.3354 Ha
- Gap between HOMO and LUMO: 9.52 eV
- Total charge: 0


The following is a DFT calculation (ωB97M-V with the def2-TZVPD basis set) of one molecule with the formula C14H15ClN2O at a distorted geometry.

Last column: natural (NBO) charge in e.
Cartesian coordinates (Å):
N -1.607 -5.574 1.706  -0.852
C -1.991 -4.360 0.997  0.162
C -0.947 -3.435 0.650  -0.256
C -1.338 -2.146 0.171  0.191
N -0.267 -1.252 -0.224  -0.435
C -0.357 -0.619 -1.510  -0.242
C 0.699 0.413 -1.443  0.092
C 1.222 0.396 -0.168  -0.109
C 2.378 1.431 0.095  -0.410
C 2.832 2.130 -1.173  -0.391
C 1.761 2.667 -2.110  -0.381
C 0.888 1.441 -2.587  -0.442
C 0.644 -0.615 0.589  0.627
O 1.009 -0.877 1.703  -0.598
C -2.608 -1.792 -0.065  -0.305
C -3.568 -2.747 0.163  -0.159
C -3.330 -4.055 0.791  -0.097
Cl -4.646 -5.200 1.079  -0.005
H -2.327 -6.301 1.960  0.414
H -0.679 -5.525 2.171  0.399
H 0.053 -3.645 1.042  0.239
H -1.242 -0.109 -1.708  0.202
H -0.319 -1.294 -2.320  0.214
H 3.309 1.093 0.657  0.237
H 1.862 2.276 0.643  0.207
H 3.430 1.495 -1.821  0.192
H 3.413 2.944 -0.797  0.207
H 1.195 3.408 -1.598  0.195
H 2.295 3.116 -2.924  0.210
H -0.006 1.890 -2.808  0.217
H 1.297 0.989 -3.517  0.220
H -3.082 -0.824 -0.376  0.239
H -4.623 -2.404 0.096  0.218

Output
- HOMO energy: -0.3080 Ha
- Gap between HOMO and LUMO: 9.08 eV
- Total charge: 0


The following is a DFT calculation (ωB97M-V with the def2-TZVPD basis set) of C14H15F6N6O2SSbV as an isolated structure at a distorted geometry.

Last column: Mulliken charge in e.
Cartesian coordinates (Å):
V -0.076 -0.898 -0.851  0.213
C 3.993 -1.374 -2.563  -1.737
C 2.618 -0.995 -2.154  1.220
N 1.953 -1.509 -1.162  0.821
N 2.543 -2.539 -0.459  -0.423
C 1.817 -3.221 0.427  0.778
N 2.281 -4.278 1.036  -0.309
S 0.246 -2.605 0.779  -0.102
C 1.859 0.015 -2.886  0.229
C 2.247 0.616 -4.060  -0.639
C 1.372 1.521 -4.673  -0.542
C 0.159 1.805 -4.073  -0.847
C -0.171 1.168 -2.881  -0.055
N 0.664 0.291 -2.318  0.475
H 4.623 -1.725 -1.748  0.553
H 4.502 -0.518 -3.004  0.491
H 3.949 -2.156 -3.332  0.429
H 3.486 -2.817 -0.704  0.122
H 3.209 -4.656 0.872  0.242
H 1.718 -4.785 1.710  0.253
H 3.204 0.393 -4.512  0.413
H 1.649 1.996 -5.607  0.493
H -0.540 2.507 -4.507  0.465
H -1.108 1.377 -2.379  0.587
O -0.085 0.278 0.315  0.160
N -0.269 1.189 1.291  -0.950
N -1.185 0.779 2.102  1.301
O -1.769 -0.288 2.030  -0.575
C -1.481 1.691 3.217  0.252
C -0.848 2.919 3.357  0.005
C -1.188 3.767 4.471  -0.432
C -2.059 3.344 5.456  -0.562
C -2.700 2.125 5.282  -0.373
C -2.373 1.256 4.175  -0.084
H -0.080 3.237 2.662  0.490
H -0.761 4.763 4.516  0.440
H -2.289 3.977 6.304  0.461
H -3.486 1.821 5.965  0.437
H -2.809 0.265 4.119  0.520
F -0.673 -1.946 -2.002  -0.213
Sb -3.854 -1.209 -0.706  2.481
F -2.561 -2.299 0.120  -0.637
F -2.255 -0.120 -1.041  -0.555
F -4.603 -0.875 0.939  -0.457
F -4.791 0.157 -1.495  -0.416
F -4.084 -2.446 -2.026  -0.424

Output
- HOMO energy (alpha / beta): -0.7971 / -0.7971 Ha
- <S²>: 0.771
- Gap between HOMO and LUMO (alpha / beta): 6.26 / 6.14 eV
- Multiplicity: 2
- Total charge: +4